1.
A molecular structure, C7H10F9NaO11S3, computed with ωB97M-V/def2-TZVPD.

Values from the calculation:
M in g mol⁻¹: 560.3
Relative energy (zero: lowest compared OMol25 entry of this formula, charge and spin) in eV: 0.243
E_LUMO in eV: 3.6261
Total charge: -2
Kohn-Sham gap in eV: 7.505

Element x y z (Å)
S1 -0.121 -0.947 -3.239
S2 3.716 -0.974 -0.901
S3 -1.160 -2.374 1.262
Na1 0.542 0.180 0.465
F1 -3.576 -2.833 2.300
F2 -2.060 -0.347 -4.981
F3 5.566 0.497 0.315
F4 6.187 -1.544 -0.060
F5 -1.106 1.378 -4.118
F6 -2.007 -2.772 3.779
F7 -2.227 -4.499 2.488
F8 4.797 -1.112 1.542
F9 -2.509 0.224 -2.955
O1 -0.177 2.659 -0.001
O2 -0.916 -3.395 0.298
O3 -1.946 -1.239 0.803
O4 3.196 -2.278 -0.592
O5 0.833 -0.833 -4.305
O6 4.399 -0.820 -2.162
O7 0.212 -0.239 -2.007
O8 -0.760 -2.223 -3.090
O9 2.878 0.143 -0.483
O10 -0.010 -1.975 2.062
O11 -0.768 1.243 2.079
C1 -1.496 2.143 0.023
C2 -1.512 0.110 -3.848
C3 -0.908 1.007 3.463
C4 5.125 -0.776 0.276
C5 0.257 2.961 -1.316
C6 -2.282 -3.161 2.526
C7 -1.876 1.844 1.455
H1 0.116 2.112 -1.984
H2 -0.255 3.858 -1.698
H3 -2.693 1.107 1.394
H4 -2.187 2.886 -0.408
H5 -1.044 -0.058 3.663
H6 -2.231 2.722 2.005
H7 0.002 1.345 3.966
H8 -1.566 1.244 -0.606
H9 1.324 3.178 -1.295
H10 -1.755 1.559 3.882


2.
8 unconnected molecules or ions with the total composition C8H32O8, computed with ωB97M-V/def2-TZVPD.

Values from the calculation:
M in g mol⁻¹: 256.3
SMILES: CCO.CCO.CO.CO.CO.CO.O.O
Relative energy (zero: lowest compared OMol25 entry of this formula, charge and spin) in eV: 2.418
E_LUMO in eV: 0.0275
Kohn-Sham gap in eV: 9.197

Element x y z (Å)
O1 0.679 -3.309 3.950
O2 0.567 0.505 -0.914
O3 3.416 -0.541 -4.986
O4 1.618 -2.226 -1.476
O5 -0.484 2.392 -2.428
O6 -2.559 -1.567 -2.157
O7 -0.788 1.437 3.853
O8 -1.834 0.710 1.359
C1 -2.524 1.704 0.631
C2 1.389 -1.406 2.836
C3 -1.516 1.629 -2.942
C4 0.474 2.095 4.130
C5 0.222 -2.300 3.092
C6 2.064 -0.170 -4.653
C7 -1.463 -2.257 -2.633
C8 0.872 2.997 2.992
H1 -0.865 -1.744 -3.386
H2 -0.598 -1.815 3.622
H3 -1.939 2.573 0.328
H4 1.218 1.325 4.334
H5 1.030 -0.586 2.214
H6 1.475 -1.086 -4.624
H7 0.229 0.454 -0.020
H8 0.898 -0.375 -1.097
H9 -1.828 0.849 -2.247
H10 -1.212 1.259 -3.921
H11 0.281 2.741 4.986
H12 -3.425 2.064 1.127
H13 -2.354 2.308 -3.103
H14 -1.161 1.137 4.685
H15 -1.833 -3.192 -3.054
H16 -3.058 -1.390 -2.958
H17 0.016 1.808 -1.852
H18 2.509 -2.473 -1.722
H19 1.271 -2.996 -1.025
H20 1.779 -0.998 3.768
H21 0.214 3.859 2.879
H22 0.981 2.443 2.060
H23 -2.823 1.296 -0.335
H24 -1.424 1.022 2.169
H25 2.198 -1.895 2.292
H26 -0.741 -2.423 -1.834
H27 1.663 0.502 -5.412
H28 3.733 -1.330 -4.540
H29 -0.101 -3.802 4.212
H30 1.850 3.430 3.203
H31 -0.157 -2.830 2.218
H32 2.042 0.177 -3.620


3.
A molecular structure, C52H46FGeN9O3Ti, computed with ωB97M-V/def2-TZVPD.

Values from the calculation:
M in g mol⁻¹: 984.5
2S+1: 4
Relative energy (zero: lowest compared OMol25 entry of this formula, charge and spin) in eV: 0.000
E_LUMO (spin up / spin down) in eV: -2.5665 / -2.5698
Total charge: +1
Kohn-Sham gap (spin up / spin down) in eV: 4.647 / 7.206

Element x y z (Å)
Ge1 2.232 1.635 -3.172
Ti1 -0.419 -2.185 0.746
F1 1.079 2.315 5.427
O1 -0.631 -0.730 1.909
O2 -0.639 -1.108 -0.837
O3 -0.969 0.675 -2.171
N1 1.701 -2.008 0.392
N2 -4.300 -3.097 -0.266
N3 -0.478 -5.549 3.281
N4 4.437 -1.852 0.554
N5 0.117 -3.609 2.351
N6 4.556 -3.360 -1.176
N7 -2.483 2.847 1.129
N8 -2.517 -2.779 1.034
N9 -0.829 -4.442 -0.259
C1 -5.914 -1.650 1.094
C2 -0.446 -4.818 2.144
C3 0.093 4.760 -5.251
C4 0.665 -3.744 6.440
C5 -3.835 4.342 2.523
C6 0.894 -2.528 5.841
C7 -3.587 3.842 1.101
C8 0.113 1.472 3.418
C9 -2.122 -4.207 -0.909
C10 6.974 1.601 -2.319
C11 3.689 -1.063 1.307
C12 -0.770 1.609 2.341
C13 2.787 -0.047 -7.044
C14 2.295 -1.118 1.213
C15 -0.009 -4.733 4.368
C16 0.769 -2.354 4.437
C17 -2.304 1.973 0.087
C18 4.844 0.471 -2.632
C19 2.109 0.509 -4.785
C20 6.190 0.421 -2.248
C21 6.370 2.843 -2.545
C22 1.309 4.445 -2.793
C23 1.011 -0.355 -4.876
C24 0.246 2.532 4.355
C25 -1.057 0.135 -1.064
C26 3.822 -2.693 -0.258
C27 1.370 3.367 -3.693
C28 0.795 3.541 -4.919
C29 0.931 -1.222 -5.979
C30 -1.494 3.774 3.216
C31 5.011 2.878 -2.806
C32 -4.921 -0.866 3.226
C33 0.302 -3.487 3.735
C34 2.459 -2.901 -0.253
C35 -3.588 -2.056 1.640
C36 4.218 1.711 -2.854
C37 -0.988 0.505 1.497
C38 -0.807 -5.406 0.814
C39 -1.497 0.831 0.207
C40 -6.011 -1.001 2.347
C41 -2.577 4.808 3.259
C42 0.156 -4.880 5.727
C43 0.695 5.673 -3.088
C44 1.782 -1.042 -7.093
C45 -4.849 3.331 0.471
C46 0.164 5.872 -4.401
C47 -1.599 2.758 2.222
C48 -3.663 -1.428 2.873
C49 -0.541 3.681 4.265
C50 -2.996 -3.378 -0.047
C51 3.024 0.619 -5.858
C52 -4.701 -2.212 0.756
H1 3.898 1.264 -5.803
H2 -4.891 -3.210 -1.083
H3 -0.019 -6.197 0.648
H4 0.285 -0.395 -4.060
H5 0.878 2.720 -5.641
H6 3.398 0.180 -7.897
H7 -5.200 2.454 1.095
H8 -4.542 5.188 2.487
H9 5.565 -3.187 -1.238
H10 -1.802 -5.916 0.849
H11 -0.199 6.870 -4.683
H12 6.691 -0.494 -2.010
H13 1.783 4.314 -1.837
H14 -1.963 -3.780 -1.935
H15 0.043 -5.836 6.262
H16 -6.816 -1.704 0.454
H17 6.979 3.724 -2.620
H18 -0.911 -6.483 3.377
H19 -2.136 5.786 2.938
H20 -2.719 2.206 -0.928
H21 0.686 6.395 -2.332
H22 -2.902 4.919 4.341
H23 -0.420 4.491 5.045
H24 1.645 -0.395 1.651
H25 -5.644 4.074 0.516
H26 4.190 -0.414 -2.448
H27 -4.357 3.578 3.082
H28 2.038 -3.648 -0.906
H29 -4.901 -0.351 4.198
H30 -2.610 -5.188 -1.009
H31 0.684 -3.822 7.483
H32 -2.853 -1.235 3.502
H33 4.566 3.843 -3.003
H34 -6.983 -0.596 2.582
H35 -3.193 4.726 0.493
H36 4.243 -0.362 1.926
H37 4.163 -4.103 -1.717
H38 1.066 -1.419 3.954
H39 -0.451 4.751 -6.148
H40 0.860 0.687 3.510
H41 0.158 -1.959 -5.927
H42 1.121 -1.602 6.426
H43 -0.088 -4.656 -0.940
H44 1.710 -1.670 -7.975
H45 -4.804 3.048 -0.587
H46 8.085 1.537 -2.246


4.
2 unconnected molecules or ions with the total composition C7H19N4, computed with ωB97M-V/def2-TZVPD.

Values from the calculation:
M in g mol⁻¹: 159.3
Relative energy (zero: lowest compared OMol25 entry of this formula, charge and spin) in eV: 5.353
E_LUMO (spin up / spin down) in eV: -2.6799 / -2.6802
Total charge: +1
Kohn-Sham gap (spin up / spin down) in eV: 6.993 / 6.995

Element x y z (Å)
N1 -1.528 -0.045 -0.784
N2 -0.170 1.345 0.565
N3 2.372 0.252 -1.595
N4 1.822 -1.123 0.297
C1 -4.038 -0.093 -0.478
C2 1.549 -0.671 -0.936
C3 1.260 -2.316 0.787
C4 -2.735 -0.325 0.147
C5 2.650 -0.438 1.089
C6 0.705 2.470 0.722
C7 -0.554 0.808 -0.541
H1 2.936 -0.820 2.124
H2 -4.288 0.858 -0.197
H3 -0.354 1.044 1.522
H4 -1.858 -0.331 -1.665
H5 1.083 2.800 -0.198
H6 3.275 0.317 -1.161
H7 0.207 3.283 1.156
H8 -4.031 -0.296 -1.501
H9 2.485 0.319 -2.566
H10 2.001 -3.041 1.112
H11 0.789 -2.715 -0.066
H12 0.888 -1.315 -1.562
H13 0.448 -2.115 1.657
H14 1.650 2.307 1.233
H15 -0.013 1.115 -1.372
H16 -2.586 -1.337 0.611
H17 -2.503 0.335 0.957
H18 3.435 0.325 0.654
H19 -4.896 -0.596 -0.010


5.
2 unconnected molecules or ions with the total composition C4H12ClNO6PS2, computed with ωB97M-V/def2-TZVPD.

Values from the calculation:
M in g mol⁻¹: 300.7
Relative energy (zero: lowest compared OMol25 entry of this formula, charge and spin) in eV: 3.490
E_LUMO in eV: -6.8579
Total charge: +1
Kohn-Sham gap in eV: 6.169

Element x y z (Å)
Cl1 -4.607 1.612 3.230
S1 2.172 0.112 -1.188
S2 -4.080 0.562 1.477
P1 -2.495 -0.780 2.129
O1 2.765 0.050 0.131
O2 -1.218 -0.869 0.946
O3 3.251 0.781 -2.215
O4 -6.706 -1.145 2.413
O5 -5.322 -0.491 0.971
O6 0.872 0.708 -1.421
N1 -6.490 -0.240 1.589
C1 2.180 -1.523 -1.874
C2 4.179 2.658 -0.977
C3 -3.269 -2.530 2.249
C4 3.413 2.194 -2.202
H1 -2.691 -3.243 3.012
H2 -0.472 -0.292 1.335
H3 -3.138 -3.056 1.188
H4 2.441 2.694 -2.274
H5 3.205 -1.900 -1.879
H6 4.384 3.730 -1.029
H7 1.771 -1.490 -2.884
H8 -4.419 -2.434 2.555
H9 1.557 -2.154 -1.236
H10 3.980 2.460 -3.099
H11 5.126 2.116 -0.886
H12 3.611 2.470 -0.061


6.
C6H12N2O in the gas phase, computed with ωB97M-V/def2-TZVPD.

Values from the calculation:
M in g mol⁻¹: 128.2
Relative energy (zero: lowest compared OMol25 entry of this formula, charge and spin) in eV: 4.165
E_LUMO (spin up / spin down) in eV: 0.6454 / 0.6270
Kohn-Sham gap (spin up / spin down) in eV: 6.919 / 7.371

Element x y z (Å)
O1 -1.296 -1.052 -0.958
N1 0.686 1.964 1.186
N2 0.405 1.282 -1.075
C1 0.459 1.066 0.304
C2 -2.346 0.336 0.772
C3 1.754 -1.585 -0.776
C4 0.104 -0.436 0.909
C5 1.379 -0.973 0.527
C6 -1.189 -0.447 0.271
H1 2.243 -0.865 -1.452
H2 0.897 -1.999 -1.307
H3 1.112 1.916 -1.418
H4 0.009 -0.261 1.975
H5 -2.098 0.840 1.705
H6 -2.100 -0.742 -1.396
H7 0.309 0.461 -1.654
H8 0.868 2.873 0.765
H9 2.166 -0.804 1.249
H10 2.486 -2.382 -0.617
H11 -3.218 -0.301 0.951
H12 -2.630 1.110 0.040